# C13H14N4O2Pd

A molecular structure, C13H14N4O2Pd (wB97M-V/def2-TZVPD, the Open Molecules 2025 dataset).

HOMO energy = -0.293 Eh
charge = 0
LUMO energy = -0.74 eV
energy relative to the best compared isomer or geometry (same formula, charge and spin) = 50.2 kJ/mol
gap between HOMO and LUMO = 7.22 eV

CARTESIAN COORDINATES (ANGSTROEM)
1 Pd 1.37188 0.56066 -0.86163
2 O -0.65966 0.79606 -0.20179
3 O 3.53674 0.68379 -0.60240
4 N 1.26491 -1.50105 -1.26955
5 N 1.91080 -3.58406 -0.19890
6 N 5.13045 2.25899 -0.53066
7 N 3.59352 -5.36655 -0.46387
8 C -1.16075 -0.10504 0.47497
9 C -5.33074 -0.81984 -0.01366
10 C -4.63990 -0.04295 -0.93631
11 C -2.60640 -0.39563 0.30180
12 C -3.28301 0.17331 -0.77566
13 C -4.66163 -1.39592 1.05650
14 C -0.37799 -0.87360 1.49094
15 C -3.30028 -1.19011 1.21118
16 C 2.82167 2.84239 0.06100
17 C 3.86091 1.86120 -0.38665
18 C 1.55011 2.54775 -0.71953
19 C 2.81594 -4.51270 -0.38482
20 C 1.63959 -2.50174 -0.78171
21 H -5.19981 -2.00808 1.76751
22 H 1.63705 2.88097 -1.75875
23 H -0.73170 -0.59860 2.48823
24 H -5.16060 0.39180 -1.77896
25 H 0.66844 2.99301 -0.26427
26 H 2.66114 2.65716 1.12677
27 H -0.51522 -1.94679 1.36143
28 H 5.40103 3.21148 -0.37128
29 H -2.72499 0.77553 -1.47928
30 H -2.78417 -1.64555 2.04494
31 H -6.39495 -0.97859 -0.13093
32 H 5.82432 1.59527 -0.83366
33 H 3.16528 3.87555 -0.04798
34 H 0.67803 -0.63812 1.40697

Atomic partial charges in e from the Mulliken method, atoms 1 to 5: 0.465 -0.813 -0.663 -0.655 -0.597

***

# C13H14NO6P

A single C13H14NO6P molecule (wB97M-V/def2-TZVPD, the Open Molecules 2025 dataset).

HOMO energy = -0.366 Eh
charge = 0
LUMO energy = -0.89 eV
structure (SMILES) = CCCc1c2c(cc(CC=O)c1P(=O)(O)O)C(=O)NC2=O
gap between HOMO and LUMO = 9.06 eV

CARTESIAN COORDINATES (ANGSTROEM)
1 P 1.14493 -1.76825 -1.53797
2 O 3.71714 1.94664 -1.39049
3 O -0.03952 2.74808 3.63631
4 O -3.27591 0.89994 1.53797
5 O 0.90035 -1.20223 -2.86224
6 O 0.35571 -3.13143 -1.21527
7 O 2.66681 -2.24205 -1.38545
8 N -1.78641 1.18704 3.30385
9 C 1.43411 0.98719 1.51005
10 C 3.23287 0.13333 0.06627
11 C -0.47703 1.80572 3.05546
12 C 0.12072 1.06911 1.90390
13 C 1.76611 0.13962 0.45625
14 C -2.40974 1.22207 -1.56592
15 C 3.41224 0.78816 -1.29733
16 C -2.16728 0.76766 1.94627
17 C 0.74619 -0.60163 -0.19610
18 C -1.74033 -1.08558 -0.63877
19 C -0.89001 0.40234 1.22469
20 C -0.62165 -0.41907 0.13352
21 C -2.87350 -0.16720 -1.14734
22 H -1.54754 0.35805 3.84906
23 H -2.15168 -1.91614 -0.05534
24 H -3.23653 1.73169 -2.06458
25 H 0.02896 -3.15149 -0.30716
26 H 2.20009 1.54810 2.02971
27 H 3.78081 0.75836 0.76934
28 H -2.09832 1.84903 -0.73187
29 H 3.66604 -0.86265 0.09171
30 H 3.22538 0.17664 -2.19542
31 H -1.60800 1.13622 -2.30271
32 H 2.80325 -2.79059 -0.60310
33 H -3.26532 -0.65454 -2.04402
34 H -3.69280 -0.13676 -0.43445
35 H -1.32016 -1.52538 -1.53884

Atomic partial charges in e from the Mulliken method, atoms 1 to 5: 1.200 -0.482 -0.486 -0.445 -0.687

***

# C13H14NS

A molecular structure, C13H14NS in a non-equilibrium geometry (wB97M-V/def2-TZVPD, the Open Molecules 2025 dataset).

HOMO energy = -0.461 Eh
charge = +1
LUMO energy = -4.15 eV
energy relative to the best compared isomer or geometry (same formula, charge and spin) = 293.5 kJ/mol
gap between HOMO and LUMO = 8.38 eV

CARTESIAN COORDINATES (ANGSTROEM)
1 S 3.52676 -0.71904 0.29681
2 N 1.37545 1.44150 0.69583
3 C 4.34036 -3.12308 -0.86730
4 C 2.01775 -0.13134 -0.22397
5 C 1.32182 -0.85716 -1.10671
6 C -2.08065 2.64698 0.59304
7 C -2.07026 0.32997 1.21121
8 C 2.11030 -1.99436 -1.43848
9 C -0.70474 2.65480 0.53922
10 C -2.78921 1.48969 0.91968
11 C 2.25323 2.30613 0.97107
12 C 0.00198 1.47508 0.80477
13 C -4.27887 1.48492 0.92162
14 C 3.29913 -2.07415 -0.77616
15 C -0.69424 0.31136 1.13869
16 H -0.17212 3.54939 0.25419
17 H 1.78064 -2.72864 -2.15124
18 H 0.35782 -0.63951 -1.52401
19 H -2.62440 3.55134 0.36590
20 H -4.64268 1.37748 -0.10112
21 H 1.98692 3.22657 1.47810
22 H 3.29003 2.13425 0.72483
23 H 5.23280 -2.74487 -1.36574
24 H -4.66877 0.65645 1.50624
25 H 4.63751 -3.46834 0.12238
26 H 3.96139 -3.96919 -1.43506
27 H -0.14386 -0.58684 1.37458
28 H -2.60098 -0.56789 1.48821
29 H -4.67289 2.42017 1.31210

Atomic partial charges in e from the Mulliken method, atoms 1 to 5: -0.190 0.137 -1.183 0.253 -0.400

***

# C13H15Cl16F3O3

5 unconnected molecules or ions with the total composition C13H15Cl16F3O3 in a non-equilibrium geometry (wB97M-V/def2-TZVPD, the Open Molecules 2025 dataset).

HOMO energy = -0.394 Eh
charge = 0
LUMO energy = -0.20 eV
energy relative to the best compared isomer or geometry (same formula, charge and spin) = 644.1 kJ/mol
structure (SMILES) = CCC[C@H](C)[C@H](COC(F)(F)F)OC=O.ClC(Cl)(Cl)Cl.ClC(Cl)(Cl)Cl.ClC(Cl)(Cl)Cl.ClC(Cl)(Cl)Cl
gap between HOMO and LUMO = 10.52 eV

CARTESIAN COORDINATES (ANGSTROEM)
1 Cl 2.30347 4.26338 7.19101
2 Cl -3.70497 -0.17038 -4.53195
3 Cl 4.11342 -5.94606 -0.01900
4 Cl -1.35120 4.39304 1.01252
5 Cl 2.36556 -3.69658 -0.61089
6 Cl 4.72152 3.03024 6.14319
7 Cl 5.02575 -3.81969 -1.78294
8 Cl 0.76366 2.73433 2.12694
9 Cl -0.99971 -0.18089 -5.60307
10 Cl 2.37096 3.29342 4.44866
11 Cl -2.57920 2.26183 -5.66440
12 Cl 3.89839 5.65477 5.19462
13 Cl 4.71291 -3.31333 1.06507
14 Cl 0.56142 5.53658 2.88320
15 Cl -1.42716 3.63006 3.81922
16 Cl -3.27606 0.03494 -7.40238
17 F 2.33643 -0.83332 -4.76830
18 F 3.50926 0.53606 -3.19269
19 F 2.95505 -1.72009 -2.63347
20 O -0.92568 2.44017 -3.01836
21 O -0.30178 1.18837 -0.93447
22 O 1.22399 0.07012 -2.73160
23 C 0.37050 -0.93653 -2.08048
24 C -0.36331 4.07351 2.46045
25 C -0.89951 -0.08003 -1.40865
26 C 4.05443 -4.19393 -0.33693
27 C -0.80623 2.34862 -1.68446
28 C 3.32356 4.06046 5.74438
29 C -0.94456 -0.85321 1.24888
30 C -2.63997 0.48638 -5.80047
31 C 2.43477 -0.51804 -3.32446
32 C -2.42114 -1.94968 3.29948
33 C -1.65610 -0.92794 -0.22610
34 C -1.77720 -2.54014 -0.61586
35 C -2.05780 -0.55977 2.44718
36 H -0.70943 -3.06721 -0.63061
37 H -2.38542 -3.07303 0.24634
38 H -1.59154 0.18703 3.23438
39 H -2.75971 -0.49255 -0.12143
40 H -1.65034 -2.09750 4.19530
41 H -1.67489 0.05125 -2.28395
42 H -0.48000 -1.92752 1.46513
43 H -2.37618 -2.91751 2.63548
44 H -1.07756 3.31319 -1.03566
45 H -2.34113 -2.68202 -1.63483
46 H -0.09514 -1.72979 -2.81242
47 H -3.05561 -0.08855 2.02325
48 H 0.88745 -1.46984 -1.14576
49 H -0.11322 -0.03792 1.36249
50 H -3.49075 -1.76468 3.78843

Atomic partial charges in e from the Mulliken method, atoms 1 to 5: -0.104 -0.130 -0.100 -0.173 -0.039

***

# C13H15CuN9O3S2

A molecular structure, C13H15CuN9O3S2 in a non-equilibrium geometry (wB97M-V/def2-TZVPD, the Open Molecules 2025 dataset).

spin multiplicity = 2
HOMO energy (spin up / spin down) = -0.283 / -0.281 Eh
charge = 0
LUMO energy (spin up / spin down) = -0.17 / -1.05 eV
energy relative to the best compared isomer or geometry (same formula, charge and spin) = 5.1 kJ/mol
gap between HOMO and LUMO (spin up / spin down) = 7.54 / 6.61 eV

CARTESIAN COORDINATES (ANGSTROEM)
1 Cu 1.90039 -14.98365 3.82144
2 S 3.54502 -14.32471 2.27430
3 S 2.15905 -12.70109 4.17091
4 O -0.82082 -18.27830 5.57916
5 O -1.99886 -14.66456 5.87359
6 O -1.28832 -14.62798 3.83778
7 N 2.15976 -17.02638 3.58784
8 N -1.13558 -14.67499 5.02131
9 N 5.43251 -11.63473 0.26108
10 N -1.27364 -18.32875 3.36542
11 N 1.84757 -14.51480 6.95369
12 N 2.79801 -15.06977 6.12478
13 N -0.18634 -13.63097 7.45818
14 N 0.21981 -14.83669 5.39520
15 N 3.63548 -9.12147 2.94835
16 C -0.18596 -17.41664 2.99457
17 C 3.24511 -12.71909 2.85065
18 C 3.87271 -18.72168 3.38065
19 C -2.71667 -19.50546 4.94842
20 C 0.56029 -14.38742 6.60019
21 C 4.73362 -11.71206 1.16098
22 C -1.53238 -18.62540 4.65200
23 C 2.91156 -19.64220 3.12299
24 C 3.65539 -10.26208 2.68573
25 C 1.58316 -19.28746 3.08565
26 C 3.45065 -17.43270 3.63264
27 C 1.22694 -17.94039 3.24113
28 C 3.80513 -11.60649 2.27327
29 H 4.92235 -18.95754 3.41216
30 H 4.18648 -16.65431 3.82443
31 H -3.07984 -19.36721 5.97289
32 H 2.14302 -14.23688 7.87556
33 H 0.79718 -20.02284 2.91163
34 H -3.53761 -19.30746 4.25989
35 H -0.32619 -17.16761 1.91801
36 H -1.19837 -13.75660 7.55524
37 H 0.31992 -13.26055 8.24179
38 H -2.47572 -20.57373 4.85767
39 H 3.18894 -20.67333 2.95591
40 H -0.30417 -16.48409 3.50802
41 H 3.06117 -15.98018 6.56010
42 H -2.02195 -18.45411 2.71699
43 H 3.63704 -14.51729 6.08633

Atomic partial charges in e from the Mulliken method, atoms 1 to 5: -0.378 -0.323 -0.326 -0.581 -0.763

***

# C13H15EuIN2O2

A molecular structure, C13H15EuIN2O2 in a non-equilibrium geometry (wB97M-V/def2-TZVPD, the Open Molecules 2025 dataset).

spin multiplicity = 8
HOMO energy (spin up / spin down) = -0.317 / -0.258 Eh
charge = 0
LUMO energy (spin up / spin down) = -2.18 / -4.51 eV
gap between HOMO and LUMO (spin up / spin down) = 6.46 / 2.50 eV

CARTESIAN COORDINATES (ANGSTROEM)
1 Eu 1.76071 1.69001 1.18065
2 I 1.07692 3.31359 -1.37473
3 O 1.42188 0.30275 3.07922
4 O -0.44125 -0.27592 1.93283
5 N -1.40336 0.76614 -0.36348
6 N 0.77220 -1.06611 -0.59814
7 C 3.45939 0.36578 -0.15002
8 C 0.40689 -3.61562 -1.61377
9 C -2.42964 1.59490 -0.19445
10 C -1.55130 -0.39883 -1.01154
11 C 0.92163 3.66411 2.63324
12 C -3.88197 0.21410 -1.49561
13 C -2.79984 -0.66067 -1.64369
14 C 1.76797 -1.93079 -0.54481
15 C -0.43624 -1.40773 -1.06535
16 C 0.29748 -0.32100 2.95062
17 C -0.65950 -2.71428 -1.58207
18 C 1.65157 -3.22943 -1.10464
19 C -3.71099 1.36939 -0.73466
20 H 0.23690 -4.60348 -2.05034
21 H 2.49996 -3.90529 -1.13579
22 H 0.03736 -0.91715 3.84667
23 H -1.65688 -2.98893 -1.94134
24 H 3.76226 1.44199 -0.07705
25 H 0.33125 4.49723 2.23983
26 H -2.88957 -1.55150 -2.26051
27 H 4.31028 -0.19494 0.33525
28 H 2.00477 3.80958 2.43945
29 H -4.83378 -0.01675 -1.97582
30 H -4.51677 2.08133 -0.57062
31 H 2.66091 -1.52454 -0.04983
32 H 3.27706 0.16895 -1.20398
33 H -2.25063 2.50261 0.37812
34 H 0.80430 3.54052 3.72641

Atomic partial charges in e from the Mulliken method, atoms 1 to 5: 1.308 -0.249 -0.671 -0.483 0.189

***

# C13H15F6IrO

A molecular structure, C13H15F6IrO in a non-equilibrium geometry (wB97M-V/def2-TZVPD, the Open Molecules 2025 dataset).

HOMO energy = -0.677 Eh
charge = +2
LUMO energy = -10.42 eV
energy relative to the best compared isomer or geometry (same formula, charge and spin) = 77.3 kJ/mol
gap between HOMO and LUMO = 7.99 eV

CARTESIAN COORDINATES (ANGSTROEM)
1 Ir 0.68718 -0.69481 -0.36518
2 F -2.64619 -0.56862 -3.13964
3 F -2.08988 1.15669 -1.97110
4 F -3.89226 -0.33848 0.87754
5 F -2.20600 0.98263 0.63457
6 F -1.91119 -0.97068 1.48907
7 F -4.09607 0.34458 -1.80713
8 O -0.93881 -1.09155 -1.03451
9 C -0.04343 2.86250 0.41491
10 C 1.76634 1.43576 -0.57100
11 C 2.68820 0.39480 -0.52239
12 C -2.62552 -0.29192 0.55179
13 C 0.82225 1.66298 0.45913
14 C 1.68912 -0.32565 1.63028
15 C 0.77968 0.74208 1.53405
16 C 2.59259 -0.50992 0.55748
17 C 1.76740 -1.26013 2.79779
18 C 3.77557 0.20117 -1.53920
19 C -2.35605 -0.92866 -0.83151
20 C -3.08357 -2.25608 -0.91152
21 C -2.82252 0.02506 -1.96506
22 H 4.64425 -0.26982 -1.08588
23 H -2.82788 -2.76229 -1.83870
24 H -4.15408 -2.06505 -0.88926
25 H 1.12915 -0.93910 3.61769
26 H 3.44686 -0.44280 -2.35889
27 H -2.81559 -2.88968 -0.06776
28 H 2.79950 -1.31630 3.14430
29 H 3.32743 -1.30081 0.62984
30 H -0.75496 2.78523 -0.41206
31 H 1.78849 2.11544 -1.41851
32 H 4.06304 1.15398 -1.98130
33 H 1.47853 -2.27367 2.51369
34 H 0.04386 0.88009 2.31861
35 H 0.56989 3.74301 0.20131
36 H -0.59535 3.01002 1.33854

Atomic partial charges in e from the Mulliken method, atoms 1 to 5: 0.735 -0.224 -0.190 -0.213 -0.227

***

# C13H15N3NiO7S

A molecular structure, C13H15N3NiO7S (wB97M-V/def2-TZVPD, the Open Molecules 2025 dataset).

spin multiplicity = 3
HOMO energy (spin up / spin down) = -0.078 / -0.079 Eh
charge = -2
LUMO energy (spin up / spin down) = 4.20 / 4.20 eV
energy relative to the best compared isomer or geometry (same formula, charge and spin) = 0.0 kJ/mol
gap between HOMO and LUMO (spin up / spin down) = 6.31 / 6.35 eV

CARTESIAN COORDINATES (ANGSTROEM)
1 Ni -0.15722 -0.29672 0.12205
2 S -1.28001 0.87508 -2.79263
3 O -1.09077 0.42941 4.10244
4 O -2.55083 0.74767 -2.10829
5 O -1.49876 -3.86571 1.53181
6 O 1.82110 -0.00583 -0.11610
7 O 3.44376 0.45359 -1.58771
8 O -1.09379 -2.12218 0.18830
9 O -1.18703 0.40027 -4.16183
10 N -0.90722 1.64320 0.76228
11 N -0.34741 -0.53881 2.12549
12 N -0.13921 0.38001 -1.86490
13 C -0.55916 -1.90796 2.51624
14 C -1.10796 -2.71352 1.32705
15 C -0.40899 6.90499 -3.30590
16 C -0.71256 0.44674 2.91128
17 C -1.06066 2.65324 -2.98654
18 C -0.62883 1.80336 2.19267
19 C -0.17541 3.16312 -3.92948
20 C -0.64370 5.42045 -3.19294
21 C 1.21785 0.46534 -2.38958
22 C -1.54806 4.90216 -2.27302
23 C 0.03416 4.53081 -4.02127
24 C -1.75690 3.53294 -2.16871
25 C 2.25863 0.30689 -1.27142
26 H 1.42146 -0.30066 -3.14461
27 H -1.89320 1.49785 0.57058
28 H -0.94836 7.44632 -2.52807
29 H 0.65187 7.14451 -3.20920
30 H 1.43414 1.43332 -2.85620
31 H 0.39638 2.16830 2.29054
32 H -1.23899 -2.00213 3.36549
33 H -0.57539 2.40745 0.18929
34 H -0.74355 7.28688 -4.27370
35 H 0.38659 -2.38954 2.79693
36 H 0.33580 2.48021 -4.59435
37 H -1.29703 2.50674 2.69647
38 H -2.47775 3.12986 -1.47022
39 H -2.09957 5.57838 -1.62780
40 H 0.73902 4.91585 -4.75164

Atomic partial charges in e from the Mulliken method, atoms 1 to 5: 0.211 1.289 -0.826 -0.780 -0.785